{"formula": "C4H8O2Se", "method": "the ωB97M-V functional and the def2-TZVPD basis", "symbols": ["C", "C", "C", "C", "O", "O", "Se", "H", "H", "H", "H", "H", "H", "H", "H"], "xyz": [[0.461, -0.793, -1.115], [1.614, 1.244, 0.449], [-0.606, -0.989, -0.003], [-0.924, 0.268, 0.703], [-0.184, -1.919, 0.956], [-1.684, 1.167, 0.025], [2.162, -0.361, -0.259], [0.586, -1.700, -1.715], [0.163, 0.034, -1.764], [1.335, 2.016, -0.253], [2.109, 1.557, 1.351], [-1.511, -1.339, -0.538], [-0.895, 0.285, 1.779], [0.123, -2.719, 0.511], [-1.865, 1.942, 0.568]], "de_lowest_kcal_mol": 77.9, "e_homo_ev": [-7.171, -7.077], "lumo_ev": [0.707, 0.384], "e_tot_ha": -2708.98428}